DFT (wB97M-V/def2-TZVPD) results for a molecular structure, C30H34AsAuClN2O5Si in a non-equilibrium geometry.

Geometry as XYZ:
```
75
Properties=species:S:1:pos:R:3:forces:R:3
Au 0.3541 -0.4824 -0.2072 -1.397 0.986 -0.825
O -4.8413 -2.9964 -0.6898 -0.287 0.175 -0.204
C -4.8828 -1.8343 -1.3111 0.048 -0.091 0.109
O -5.8282 -1.4548 -1.9417 -0.053 0.041 -0.048
C -3.6454 -0.9770 -1.2295 -0.013 -0.094 -0.166
C -3.4997 0.2692 -1.8347 -0.067 0.125 0.227
Cl -4.6713 1.2032 -2.5977 -0.027 0.034 -0.021
N -2.2433 0.7314 -1.6043 0.198 -0.113 -0.356
N -1.5833 -0.1949 -0.8761 0.278 -0.488 -0.019
C -2.4088 -1.2066 -0.6312 -0.072 0.202 0.212
C -1.8973 -2.2423 0.3385 0.291 -0.077 -0.039
O -2.5602 -3.2373 0.5581 0.098 0.017 0.153
O -0.7559 -1.9555 0.8769 0.004 0.158 0.292
C -1.6498 2.0088 -1.9027 -0.035 0.007 0.119
C -1.9104 2.6411 -3.1096 0.085 -0.067 -0.144
C -1.3793 3.9023 -3.3414 0.042 -0.017 0.011
C -0.5828 4.5197 -2.3864 -0.014 -0.014 0.007
C -0.3067 3.8668 -1.1924 0.011 0.031 -0.024
C -0.8419 2.6123 -0.9453 -0.153 -0.039 0.141
H -3.9965 -3.1532 -0.2043 0.181 -0.095 0.143
H -2.5093 2.1618 -3.8696 -0.027 -0.003 0.021
H -1.5926 4.4021 -4.2767 -0.005 -0.011 0.005
H -0.1875 5.5112 -2.5673 -0.001 -0.042 0.000
H 0.3101 4.3379 -0.4382 -0.001 -0.016 -0.006
H -0.6643 2.1338 0.0088 -0.054 0.022 0.057
C 4.9014 0.1765 3.5581 0.382 -0.490 0.086
C 4.1692 -0.5507 2.4348 -1.118 0.773 -0.674
C 3.5045 -1.8433 2.9169 0.492 -0.218 0.087
C 5.0629 -0.7891 1.2187 0.386 -0.300 0.329
Si 2.7287 0.5796 1.8283 1.134 -0.256 0.854
O 2.0449 -0.3702 0.6615 0.730 -0.773 -0.031
C 3.4179 2.1660 1.0826 -0.449 0.086 -0.229
C 4.2753 3.0577 1.7368 0.038 0.007 -0.041
C 4.7199 4.2191 1.1177 0.017 -0.063 0.012
C 4.3098 4.5294 -0.1717 -0.024 0.055 0.019
C 3.4310 3.6833 -0.8295 -0.049 -0.091 -0.063
C 2.9985 2.5202 -0.2030 0.196 0.164 0.091
C 1.6580 0.9350 3.3019 -0.548 0.084 -0.261
C 0.7236 -0.0197 3.7257 -0.001 0.078 -0.046
C -0.0301 0.1799 4.8739 0.032 -0.034 0.004
C 0.1391 1.3388 5.6191 -0.005 0.024 -0.014
C 1.0440 2.3062 5.2030 0.068 -0.025 0.007
C 1.7928 2.1078 4.0500 -0.120 -0.001 0.022
H 5.6423 -0.5000 4.0047 -0.031 0.067 0.005
H 4.2273 0.4867 4.3584 -0.009 0.031 -0.017
H 5.4533 1.0413 3.1903 -0.008 -0.006 0.013
H 4.2619 -2.6286 3.0349 -0.043 0.046 0.075
H 2.7651 -2.2179 2.2063 0.021 0.002 0.012
H 3.0218 -1.7058 3.8853 -0.036 0.010 -0.023
H 5.9125 -1.4281 1.4947 -0.044 0.043 -0.058
H 5.4771 0.1455 0.8277 -0.050 -0.025 -0.017
H 4.5158 -1.3020 0.4266 0.012 -0.002 0.011
H 4.6120 2.8505 2.7434 -0.011 0.023 0.005
H 5.3923 4.8844 1.6451 -0.016 -0.023 -0.014
H 4.6654 5.4305 -0.6559 -0.020 -0.021 0.028
H 3.0847 3.9357 -1.8274 0.038 -0.029 0.034
H 2.3089 1.8656 -0.7185 -0.080 0.043 0.005
H 0.5774 -0.9282 3.1482 0.020 -0.014 0.062
H -0.7387 -0.5734 5.1942 -0.007 0.018 -0.017
H -0.4409 1.4920 6.5205 0.012 -0.001 -0.015
H 1.1720 3.2135 5.7803 -0.022 -0.014 -0.021
H 2.4755 2.8855 3.7268 0.006 -0.028 0.031
C 0.8618 -1.4616 -3.4298 -0.302 -0.133 0.183
As 1.5590 -0.1188 -2.2431 0.367 0.226 -0.280
C 3.4160 -0.5499 -2.0938 0.045 -0.028 0.248
C 1.4405 1.5013 -3.2705 -0.193 0.047 0.063
H 1.4874 -1.4844 -4.3199 0.042 0.031 -0.032
H -0.1642 -1.2214 -3.7042 0.007 0.020 -0.020
H 0.8793 -2.4341 -2.9412 0.046 -0.012 -0.017
H 3.8499 -0.4260 -3.0846 -0.007 0.011 -0.058
H 3.5101 -1.5835 -1.7698 0.003 -0.012 0.030
H 3.9049 0.1016 -1.3750 -0.011 0.024 -0.009
H 2.3027 1.5144 -3.9348 0.032 -0.013 -0.016
H 1.4390 2.3802 -2.6359 0.032 0.053 0.028
H 0.5192 1.4749 -3.8480 0.018 0.018 -0.017
```
Positions in Å, forces in eV/Å.

Results
net charge	+1
energy	-4770.24960	hartree
HOMO energy	-11.237	eV
frontier orbital gap	5.7	eV

Atomic partial charges in e from the Mulliken method, atoms 1 to 8: 0.66, -0.51, 0.45, -0.55, -0.11, 0.36, -0.08, 0.25


DFT (wB97M-V/def2-TZVPD) results for a molecular structure, C30H34BCoN11O4 in a non-equilibrium geometry.

Geometry as XYZ:
```
81
Properties=species:S:1:pos:R:3:forces:R:3
Co 0.3960 0.2832 -0.2109 -3.342 -0.428 -0.877
C -0.3326 -3.3854 1.4934 0.201 0.272 -0.397
C 0.3767 -2.5051 0.6401 -0.798 -0.971 1.214
N 0.0915 -1.2702 0.9422 -1.237 -0.436 0.856
N -0.8150 -1.2655 1.9835 0.441 -1.553 -1.025
C -1.0860 -2.5497 2.2901 -0.093 -0.014 0.520
B -1.4812 0.0632 2.4000 0.164 -0.139 -1.528
N -0.2460 0.9657 2.5547 1.325 1.081 -1.277
C 0.1342 1.8509 3.4668 0.775 1.032 0.606
C 1.2491 2.5755 3.0197 -1.000 -0.797 0.120
C 1.4826 2.0545 1.7307 0.142 0.544 1.412
N 0.6039 1.1179 1.4490 0.448 0.734 1.546
N -2.1779 0.6257 1.1147 -0.217 0.843 -1.428
C -3.4197 1.1113 0.9059 0.034 0.026 0.780
C -3.4372 1.8310 -0.2754 -0.324 -0.523 0.466
C -2.1521 1.6835 -0.8034 -0.492 0.132 -0.116
N -1.4088 0.9823 0.0141 -0.648 -0.857 1.094
N -2.4350 -0.0553 3.6106 0.442 0.361 1.405
C -2.0624 -0.1185 4.9398 -0.014 -0.397 -0.356
C -3.1092 -0.6476 5.6659 0.367 0.055 -0.502
C -4.1096 -0.8862 4.7040 0.854 0.919 -0.215
N -3.7274 -0.4509 3.5108 0.081 -1.138 -0.652
H -0.2642 -4.4586 1.4559 -0.202 -0.029 0.248
H 1.0736 -2.7674 -0.1256 0.182 0.179 -0.390
H -1.7700 -2.7461 3.1037 -0.011 -0.176 -0.086
H -0.4139 1.9221 4.3930 0.090 0.141 -0.033
H 1.7907 3.3439 3.5454 -0.038 -0.055 -0.026
H 2.3016 2.3542 1.0872 -0.388 -0.347 -0.280
H -4.1513 0.8778 1.6795 0.019 0.382 -0.498
H -4.2695 2.3547 -0.6849 -0.312 0.141 -0.252
H -1.7769 2.0355 -1.7591 0.116 -0.133 0.288
H -1.0762 0.1557 5.2940 -0.152 -0.094 -0.260
H -3.1334 -0.8530 6.7196 0.025 0.001 0.089
H -5.0569 -1.3534 4.8402 -0.578 0.037 -0.027
C -4.1369 -2.7377 0.3061 -0.458 -0.457 0.951
C -3.5442 -2.2984 -0.9549 0.300 0.234 -1.415
N -2.3172 -1.8523 -1.1378 -0.563 0.171 -0.001
C -2.2292 -1.4983 -2.4545 -1.246 -0.133 0.138
C -3.4529 -1.7813 -3.1210 1.780 0.207 0.644
N -4.2244 -2.2943 -2.1340 -1.790 -0.579 0.581
C -4.0320 -1.7512 -4.4882 -0.350 0.081 0.684
O -3.2742 -1.2183 -5.4298 -0.263 -0.282 0.190
O -5.1754 -2.1868 -4.6243 1.122 0.505 -0.566
C -1.0275 -0.7864 -2.9486 0.672 -0.210 0.008
O -1.0111 -0.6150 -4.1916 0.045 0.339 -0.264
O -0.1149 -0.4544 -2.1348 -0.460 -0.008 -0.514
H -4.3518 -1.8889 0.9775 0.395 -0.276 -0.104
H -3.4406 -3.4490 0.7861 -0.415 0.414 0.038
H -5.1059 -3.2284 0.1406 0.282 -0.056 -0.041
H -5.2054 -2.5900 -2.3062 1.219 0.347 0.175
H -2.3721 -0.9601 -5.0233 -0.012 -0.046 0.093
C 3.8436 -2.0698 -1.5967 0.429 0.010 -0.674
C 4.4380 -1.2593 -0.4451 -0.221 -0.014 0.364
C 3.7732 -1.6437 0.9001 0.006 0.279 -0.242
C 4.3582 0.2281 -0.6704 -0.654 1.126 -0.183
C 5.4380 0.9906 -0.3180 0.572 -0.267 0.022
C 5.4825 2.3837 -0.4616 -0.548 0.042 -0.192
C 4.4197 3.0040 -1.1329 -0.056 0.555 -0.213
C 3.2802 2.3222 -1.5325 0.551 -0.147 0.594
C 2.2201 3.0377 -2.3128 0.030 0.551 -0.311
C 1.7542 2.2404 -3.5391 0.299 -0.257 -0.014
C 1.0236 3.4408 -1.4527 0.011 -0.642 0.339
C 3.1212 0.9663 -1.0484 0.585 -1.265 0.490
N 1.9757 0.4419 -0.7508 3.441 0.703 -1.574
H 3.9247 -3.1512 -1.3940 -0.146 0.330 -0.016
H 4.4115 -1.8742 -2.5405 -0.458 -0.098 0.640
H 2.7990 -1.7850 -1.7680 0.146 -0.148 0.047
H 5.5210 -1.4770 -0.3838 -0.370 -0.089 0.046
H 2.7087 -1.3850 0.8660 0.312 -0.103 0.011
H 4.2145 -1.0920 1.7422 0.016 -0.169 -0.210
H 3.8844 -2.7170 1.0656 -0.029 -0.041 0.132
H 6.2676 0.4212 0.0911 0.297 0.362 0.093
H 6.2983 2.9788 -0.0758 0.138 -0.088 -0.076
H 4.4413 4.0876 -1.3442 0.207 -0.540 0.100
H 2.7256 3.9687 -2.6452 -0.338 -0.300 -0.070
H 1.1946 1.3530 -3.2083 0.208 0.136 -0.179
H 2.6288 1.9151 -4.1464 -0.605 0.176 0.295
H 1.0830 2.8480 -4.1609 0.188 -0.089 0.071
H 0.5568 2.5207 -1.0572 0.114 0.563 -0.209
H 0.2900 3.9850 -2.0386 -0.130 0.228 -0.080
H 1.3502 4.0353 -0.5975 -0.114 0.150 -0.019
```
Positions in Å, forces in eV/Å.

Results
net charge	-1
energy	-3474.67578	hartree
2S+1	3
HOMO energy (spin up / spin down)	-4.097 / -4.222	eV
frontier orbital gap (spin up / spin down)	6.6 / 6.5	eV

Atomic partial charges in e from the Mulliken method, atoms 1 to 8: -0.87, -1.61, 0.14, -0.02, 0.44, -0.14, 0.60, -0.16


DFT (wB97M-V/def2-TZVPD) results for 10 unconnected molecules or ions with the total composition C30H34BrF9NO30 in a non-equilibrium geometry.

Geometry as XYZ:
```
105
Properties=species:S:1:pos:R:3:forces:R:3
O -2.2103 -2.8488 -0.3103 0.131 0.290 -0.285
C -2.6505 -2.0233 -1.0400 0.542 -0.438 0.890
Br -1.6154 -0.4869 -1.5877 -0.481 -0.174 -0.055
C -4.0452 -2.1916 -1.5845 0.477 0.045 -0.450
N -4.8324 -0.9404 -1.6571 -0.260 0.162 -0.169
C -6.1797 -0.9923 -0.9712 -0.390 0.187 0.155
O -6.8945 -2.1060 -1.3402 -0.028 -0.229 -0.154
O -6.8337 -3.0776 -0.2864 0.220 0.163 0.128
H -4.5151 -2.9550 -0.9851 -0.246 0.099 0.249
H -3.9365 -2.5700 -2.5955 -0.092 -0.067 -0.255
H -4.9732 -0.7424 -2.6648 -0.049 -0.134 -0.117
H -4.3026 -0.1486 -1.2797 0.156 -0.015 -0.037
H -6.0493 -0.9184 0.1013 0.213 -0.216 0.197
H -6.7363 -0.1229 -1.3037 0.003 0.159 -0.239
H -6.4000 -3.8327 -0.7145 -0.154 -0.108 -0.111
C 2.2035 1.1833 -0.7784 0.035 -0.186 -0.063
C 1.5247 2.5186 -0.9695 -0.299 0.183 0.582
O 1.7955 3.1749 0.2799 0.011 -0.248 -0.964
C 2.9717 2.6625 0.7436 -0.050 0.134 0.184
O 3.6061 3.1738 1.6032 0.076 -0.160 0.093
O 3.2931 1.5278 0.0866 -0.130 0.067 -0.043
F 0.1720 2.4132 -1.1233 0.299 -0.022 0.081
H 1.5510 0.4675 -0.2747 -0.089 0.089 0.012
H 2.5658 0.7542 -1.7078 0.201 0.049 0.046
H 1.9276 3.1092 -1.7914 -0.082 0.126 -0.019
C -0.8539 -5.9297 -0.7279 -0.223 -0.052 0.051
C 0.0067 -5.7765 -1.9615 0.123 0.251 0.180
O 1.3083 -5.9814 -1.4524 -0.102 -0.311 -0.099
C 1.1933 -6.7960 -0.3568 0.008 0.102 0.223
O 2.1024 -7.3460 0.1665 -0.075 0.092 -0.101
O -0.0951 -6.8649 0.0431 0.031 0.009 -0.157
F -0.0787 -4.5245 -2.4904 0.031 -0.017 0.015
H -0.9468 -4.9957 -0.1737 0.145 0.095 -0.121
H -1.8475 -6.3114 -0.9418 0.073 -0.256 0.109
H -0.1895 -6.5055 -2.7490 -0.028 0.104 -0.102
C 3.7392 -5.1005 1.3237 0.092 -0.255 -0.157
C 3.1894 -3.7593 0.9015 -0.097 -0.011 0.258
O 3.6254 -2.9095 1.9422 0.159 0.050 -0.243
C 4.7807 -3.4516 2.4529 0.013 -0.030 0.130
O 5.5365 -2.8735 3.1521 -0.044 0.163 0.123
O 4.9249 -4.7210 2.0298 -0.112 0.017 -0.103
F 1.8265 -3.7480 0.8544 0.022 0.034 0.032
H 3.0601 -5.6199 1.9996 -0.089 0.076 -0.009
H 3.9729 -5.7505 0.4878 0.200 -0.016 0.066
H 3.5746 -3.3904 -0.0506 -0.144 0.001 -0.068
C -3.1649 1.4841 -5.3900 -0.137 0.425 -0.017
C -4.0434 1.2446 -6.5967 0.199 -0.001 -0.077
O -4.4423 -0.1178 -6.3984 -0.238 0.117 0.055
C -4.4222 -0.3432 -5.0870 -0.211 -0.283 0.106
O -4.9634 -1.2686 -4.5398 0.094 0.021 0.333
O -3.7591 0.6013 -4.4102 0.062 0.258 -0.270
F -3.3623 1.3457 -7.7499 0.017 -0.121 0.019
H -2.1445 1.1827 -5.5697 0.051 -0.130 -0.131
H -3.1802 2.5133 -5.0460 -0.089 -0.072 0.207
H -4.9359 1.8689 -6.6543 -0.022 -0.039 -0.085
C -5.9421 -7.1753 1.1874 -0.234 -0.036 0.043
C -5.1038 -7.0134 -0.0618 0.193 0.000 0.323
O -3.7944 -7.2073 0.4192 -0.260 -0.114 -0.253
C -3.8792 -8.0340 1.5219 0.011 -0.037 0.253
O -2.9661 -8.5947 2.0062 0.063 0.075 -0.024
O -5.1656 -8.1029 1.9429 0.030 0.100 -0.174
F -5.2050 -5.7462 -0.5879 0.060 0.046 -0.020
H -6.0247 -6.2354 1.7369 0.061 0.067 -0.092
H -6.9360 -7.5685 0.9930 0.058 -0.173 0.075
H -5.3141 -7.7382 -0.8483 -0.061 0.181 -0.161
C 2.6837 6.5130 -0.2951 0.132 -0.213 0.393
C 1.3358 7.1920 -0.3624 0.137 0.192 0.148
O 1.2626 7.5760 -1.7217 -0.329 -0.002 0.160
C 2.0031 6.7028 -2.4289 0.143 -0.065 -0.130
O 1.9377 6.5730 -3.6021 0.043 -0.194 -0.570
O 2.8059 5.9764 -1.6184 -0.076 -0.018 0.133
F 1.2721 8.2897 0.4159 -0.007 0.095 0.005
H 3.4841 7.2287 -0.1091 -0.070 0.117 -0.031
H 2.7231 5.7236 0.4504 0.037 -0.138 -0.145
H 0.4898 6.5429 -0.1292 -0.042 0.043 0.082
C 3.4897 0.5132 4.9930 0.136 -0.196 -0.053
C 2.7657 1.8137 4.7446 -0.163 -0.033 0.154
O 2.9880 2.5171 5.9529 0.100 0.141 -0.235
C 4.1714 2.0744 6.4700 0.045 -0.029 0.158
O 4.7721 2.6327 7.3250 -0.061 0.020 0.027
O 4.5487 0.9309 5.8640 -0.103 -0.005 -0.074
F 1.4279 1.6315 4.5730 0.041 0.033 0.031
H 2.8533 -0.2065 5.5095 -0.091 0.083 0.024
H 3.8873 0.0600 4.0921 0.248 0.009 -0.002
H 3.1554 2.3951 3.9098 -0.110 0.050 -0.083
C 1.1882 3.1959 -6.0956 -0.022 -0.146 -0.380
C 2.2181 2.2204 -5.5739 0.146 0.128 0.176
O 1.5538 1.6775 -4.4277 0.021 -0.172 -0.186
C 0.2243 1.7522 -4.6584 0.310 -0.022 0.175
O -0.5973 1.1574 -4.0357 -0.064 -0.068 0.281
O -0.0426 2.5624 -5.6874 0.056 0.196 -0.233
F 3.3544 2.8234 -5.1782 -0.114 -0.022 0.072
H 1.2757 4.1568 -5.6148 0.106 0.357 0.287
H 1.2190 3.3239 -7.1735 -0.195 -0.142 -0.003
H 2.4649 1.4059 -6.2564 0.074 0.002 0.033
C 2.8556 5.6910 7.5811 -0.066 -0.338 0.092
C 4.1132 6.4221 7.1760 -0.158 0.149 -0.136
O 3.8693 7.7304 7.6581 0.172 -0.134 0.206
C 3.0327 7.6250 8.7337 -0.107 0.013 -0.039
O 2.8280 8.4863 9.5166 -0.032 0.050 -0.030
O 2.4786 6.3880 8.7733 0.098 0.022 -0.113
F 4.2689 6.4643 5.8270 -0.021 0.054 0.029
H 2.0697 5.7995 6.8320 0.091 0.089 -0.097
H 3.0245 4.6366 7.7789 -0.008 0.043 0.204
H 5.0274 6.0335 7.6258 0.054 -0.037 -0.121
```
Positions in Å, forces in eV/Å.

Results
net charge	+1
energy	-6948.12781	hartree
HOMO energy	-12.071	eV
frontier orbital gap	8.9	eV

Atomic partial charges in e from the Mulliken method, atoms 1 to 8: -0.51, 0.39, -0.14, 0.17, 0.29, -0.34, -0.23, -0.30